The following is a DFT calculation (ωB97M-V/def2-TZVPD) of a 11-piece molecular cluster, C48H91Cl20NO6 overall.

* E_tot: -315472.19361 eV
* SMILES string: C#CCCC[C@@](CNC)(O[C@@H](COCCC)[C@H](C)CCC)[C@@H](C[C@@H]1CO1)OCCCOC(=O)CC.ClCCCl.ClCCCl.ClCCCl.ClCCCl.ClCCCl.ClCCCl.ClCCCl.ClCCCl.ClCCCl.ClCCCl
* HOMO energy: -7.929 eV

Bonds (Å) are listed after each position.
Positions of all 166 atoms, in Å:
1 H -0.910 -4.147 -4.858  C69 1.088
2 H -3.495 -10.017 1.365  C13 1.088
3 C 1.206 -2.273 6.689  H50 1.088, C75 1.508, Cl117 1.784, H121 1.095
4 H -0.373 0.806 -7.275  C29 1.089
5 H 1.123 -3.391 -2.995  C125 1.099
6 H -2.795 -5.838 -4.842  C79 1.089
7 H 3.025 3.825 -0.807  C104 1.098
8 H 3.459 -4.370 10.767  C65 1.087
9 C 4.724 4.710 -8.932  Cl12 1.781, H40 1.089, C126 1.508, H147 1.087
10 H 6.463 5.816 -8.368  C126 1.089
11 O -2.486 -0.214 0.127  C17 1.401, C80 1.501
12 Cl 4.182 3.029 -9.160  C9 1.781
13 C -3.380 -9.771 0.312  H2 1.088, Cl77 1.782, C131 1.507, H134 1.089
14 C 1.384 0.839 -1.270  C42 1.602, C56 1.551, O111 1.411, C120 1.543
15 H -0.539 -1.072 -0.239  C17 1.087
16 H 1.350 3.488 -0.450  C104 1.089
17 C -1.400 -0.576 -0.681  O11 1.401, H15 1.087, C21 1.560, C80 1.542
18 H 3.445 1.631 -1.196  C56 1.090
19 H 0.234 -1.994 -3.663  C125 1.093
20 C 1.483 -3.831 11.448  C65 1.507, H86 1.089, H118 1.087, Cl160 1.781
21 C -1.142 0.394 -1.876  C17 1.560, H48 1.096, C120 1.542, H138 1.090
22 H -0.339 -2.843 -2.194  C125 1.098
23 Cl -5.286 -7.218 4.334  C72 1.783
24 H 1.315 0.575 3.187  C64 1.099
25 H -5.305 3.784 -2.365  C144 1.088
26 Cl -4.943 2.386 -4.227  C144 1.782
27 H -2.077 8.828 -0.286  C34 1.092
28 H 3.863 -0.338 -0.178  C52 1.092
29 C 0.373 1.396 -6.743  H4 1.089, H32 1.087, Cl133 1.779, C165 1.508
30 H -3.353 2.857 1.964  C54 1.090
31 H -3.361 -1.685 2.474  C143 1.093
32 H 0.367 2.402 -7.155  C29 1.087
33 H 6.818 4.192 -8.963  C126 1.087
34 C -1.904 8.147 0.549  H27 1.092, H36 1.094, C135 1.537, H146 1.091
35 Cl 2.075 -4.464 8.860  C65 1.783
36 H -2.478 8.507 1.408  C34 1.094
37 C -5.136 -5.099 1.672  C57 1.509, H85 1.088, Cl139 1.785, H157 1.088
38 H -1.242 -1.423 2.312  C84 1.098
39 C -7.673 -6.658 5.534  Cl43 1.780, C72 1.508, H132 1.088, H141 1.089
40 H 4.694 5.190 -9.909  C9 1.089
41 H -7.213 -8.527 4.601  C72 1.089
42 C 1.631 -0.290 -2.379  C14 1.602, N51 1.468, H58 1.101, H96 1.095
43 Cl -6.999 -5.516 6.722  C39 1.780
44 H 2.784 4.370 -2.968  C106 1.097
45 H -1.001 4.156 -0.644  C76 1.104
46 H 3.080 2.502 2.939  C66 1.099
47 H -2.476 0.026 4.477  C81 1.094
48 H -2.138 0.845 -1.950  C21 1.096
49 Cl 3.022 1.764 -6.191  C165 1.781
50 H 0.162 -2.463 6.445  C3 1.088
51 N 1.343 -1.632 -1.859  C42 1.468, H108 1.005, C125 1.467
52 C 4.306 0.119 0.710  H28 1.092, H78 1.097, C127 1.556, C166 1.548
53 H -5.352 5.108 -5.131  C99 1.087
54 C -2.671 3.505 1.414  H30 1.090, C89 1.542, H130 1.090, O145 1.454
55 H -3.940 -5.793 3.329  C57 1.087
56 C 2.466 1.903 -1.592  C14 1.551, H18 1.090, H88 1.100, C104 1.552
57 C -3.829 -5.550 2.275  C37 1.509, H55 1.087, Cl92 1.785, H102 1.087
58 H 2.704 -0.257 -2.624  C42 1.101
59 Cl 7.549 2.349 -2.354  C155 1.782
60 H 4.722 2.368 2.357  C66 1.089
61 H 3.396 3.017 1.298  C66 1.091
62 C 1.820 0.871 1.119  C64 1.546, O111 1.414, H128 1.093, C166 1.562
63 H -3.275 2.158 -0.213  C89 1.093
64 C 0.968 0.194 2.217  H24 1.099, C62 1.546, H74 1.098, O95 1.416
65 C 2.422 -4.650 10.600  H8 1.087, C20 1.507, Cl35 1.783, H103 1.089
66 C 3.682 2.277 2.047  H46 1.099, H60 1.089, H61 1.091, C166 1.555
67 H 9.901 5.107 -1.654  C163 1.089
68 H -1.793 6.344 -0.621  C135 1.094
69 C -1.868 -3.976 -5.345  H1 1.088, C79 1.504, Cl129 1.777, H148 1.089
70 H -2.968 -2.074 0.015  C80 1.084
71 H -2.493 1.139 3.121  C81 1.091
72 C -6.720 -7.786 5.229  Cl23 1.783, C39 1.508, H41 1.089, H115 1.087
73 H -4.186 -0.173 2.032  C143 1.090
74 H 1.111 -0.887 2.089  C64 1.098
75 C 2.129 -3.059 5.792  C3 1.508, H101 1.088, Cl122 1.781, H151 1.089
76 C -1.428 3.154 -0.823  H45 1.104, O87 1.402, C89 1.536, H105 1.098
77 Cl -2.105 -8.535 0.170  C13 1.782
78 H 4.770 -0.705 1.267  C52 1.097
79 C -2.963 -4.772 -4.690  H6 1.089, C69 1.504, H107 1.087, Cl149 1.781
80 C -2.706 -1.388 -0.782  O11 1.501, C17 1.542, H70 1.084, H154 1.085
81 C -2.476 0.081 3.384  H47 1.094, H71 1.091, C84 1.542, C143 1.550
82 C -2.268 5.807 1.425  C135 1.522, O145 1.370, O162 1.198
83 C 0.781 6.515 -1.645  H93 1.065, C153 1.201
84 C -1.137 -0.479 2.863  H38 1.098, C81 1.542, O95 1.429, H158 1.102
85 H -5.850 -5.920 1.660  C37 1.088
86 H 1.640 -4.066 12.500  C20 1.089
87 O -0.537 2.157 -0.402  C76 1.402, C120 1.423
88 H 2.572 1.884 -2.687  C56 1.100
89 C -2.770 3.117 -0.075  C54 1.542, H63 1.093, C76 1.536, H164 1.099
90 H -4.376 -0.932 3.667  C143 1.095
91 H 1.170 3.671 -3.202  C106 1.091
92 Cl -2.552 -4.311 2.130  C57 1.785
93 H 0.435 7.390 -1.148  C83 1.065
94 Cl -5.419 -7.988 0.651  C131 1.783
95 O -0.413 0.485 2.097  C64 1.416, C84 1.429
96 H 1.111 -0.072 -3.317  C42 1.095
97 H -5.397 -10.133 -0.301  C131 1.089
98 H 7.468 4.482 -1.355  C155 1.088
99 C -5.151 5.110 -4.062  H53 1.087, C144 1.509, Cl150 1.781, H161 1.089
100 H 0.069 2.115 -2.330  C120 1.103
101 H 3.170 -2.789 5.957  C75 1.088
102 H -3.469 -6.433 1.754  C57 1.087
103 H 2.308 -5.707 10.838  C65 1.089
104 C 2.115 3.367 -1.215  H7 1.098, H16 1.089, C56 1.552, C106 1.555
105 H -1.681 3.117 -1.891  C76 1.098
106 C 1.811 4.197 -2.493  H44 1.097, H91 1.091, C104 1.555, C153 1.488
107 H -3.940 -4.519 -5.094  C79 1.087
108 H 2.224 -2.051 -1.618  N51 1.005
109 H -3.436 6.759 -0.090  C135 1.094
110 H 7.459 1.661 0.804  C114 1.094
111 O 1.586 0.134 -0.064  C14 1.411, C62 1.414
112 H 1.963 0.589 -7.922  C165 1.090
113 H 1.758 -0.215 -6.362  C165 1.088
114 C 6.707 0.965 1.187  H110 1.094, C127 1.546, H137 1.089, H156 1.096
115 H -6.379 -8.278 6.137  C72 1.087
116 H 5.862 0.482 -0.690  C127 1.098
117 Cl 1.490 -0.516 6.561  C3 1.784
118 H 0.444 -4.035 11.201  C20 1.087
119 H 3.309 0.286 2.593  C166 1.096
120 C -0.035 1.398 -1.497  C14 1.543, C21 1.542, O87 1.423, H100 1.103
121 H 1.374 -2.550 7.734  C3 1.095
122 Cl 1.757 -2.801 4.070  C75 1.781
123 Cl 9.813 3.413 -0.037  C163 1.782
124 H 7.991 4.545 -3.041  C155 1.089
125 C 0.545 -2.491 -2.741  H5 1.099, H19 1.093, H22 1.098, N51 1.467
126 C 6.122 4.782 -8.372  C9 1.508, H10 1.089, H33 1.087, Cl152 1.782
127 C 5.503 0.983 0.219  C52 1.556, C114 1.546, H116 1.098, H159 1.093
128 H 1.494 1.914 1.094  C62 1.093
129 Cl -2.221 -2.236 -5.282  C69 1.777
130 H -1.651 3.439 1.792  C54 1.090
131 C -4.683 -9.311 -0.291  C13 1.507, Cl94 1.783, H97 1.089, H140 1.087
132 H -7.926 -6.098 4.636  C39 1.088
133 Cl -0.147 1.494 -5.045  C29 1.779
134 H -3.026 -10.658 -0.212  C13 1.089
135 C -2.385 6.725 0.216  C34 1.537, H68 1.094, C82 1.522, H109 1.094
136 H -6.689 3.752 -3.463  C144 1.089
137 H 6.438 1.162 2.224  C114 1.089
138 H -0.996 -0.214 -2.768  C21 1.090
139 Cl -5.884 -3.780 2.614  C37 1.785
140 H -4.550 -8.961 -1.312  C131 1.087
141 H -8.590 -7.059 5.961  C39 1.089
142 H 10.197 3.515 -2.359  C163 1.087
143 C -3.693 -0.710 2.841  H31 1.093, H73 1.090, C81 1.550, H90 1.095
144 C -5.603 3.827 -3.411  H25 1.088, Cl26 1.782, C99 1.509, H136 1.089
145 O -3.223 4.839 1.586  C54 1.454, C82 1.370
146 H -0.849 8.173 0.826  C34 1.091
147 H 4.009 5.208 -8.282  C9 1.087
148 H -1.772 -4.250 -6.395  C69 1.089
149 Cl -2.988 -4.481 -2.933  C79 1.781
150 Cl -3.408 5.399 -3.833  C99 1.781
151 H 2.015 -4.125 5.986  C75 1.089
152 Cl 6.200 4.201 -6.688  C126 1.782
153 C 1.290 5.543 -2.135  C83 1.201, C106 1.488
154 H -3.325 -1.154 -1.642  C80 1.085
155 C 8.116 4.019 -2.095  Cl59 1.782, H98 1.088, H124 1.089, C163 1.508
156 H 7.166 -0.028 1.115  C114 1.096
157 H -5.004 -4.750 0.650  C37 1.088
158 H -0.518 -0.709 3.746  C84 1.102
159 H 5.215 1.990 -0.096  C127 1.093
160 Cl 1.762 -2.083 11.254  C20 1.781
161 H -5.675 5.953 -3.615  C99 1.089
162 O -1.355 5.914 2.194  C82 1.198
163 C 9.563 4.072 -1.673  H67 1.089, Cl123 1.782, H142 1.087, C155 1.508
164 H -3.400 3.871 -0.568  C89 1.099
165 C 1.728 0.747 -6.870  C29 1.508, Cl49 1.781, H112 1.090, H113 1.088
166 C 3.292 0.827 1.641  C52 1.548, C62 1.562, C66 1.555, H119 1.096